ORCA calculation (ωB97M-V with the def2-TZVPD basis set) on a cluster of 3 separate species, C6H10O in total.

XYZ file:
```
17
C6H10O, DFT ωB97M-V with the def2-TZVPD basis set
C 0.784 -1.782 -0.710
C 1.642 -1.089 0.033
O 1.844 -1.207 1.370
H 0.134 -2.543 -0.284
H 0.697 -1.578 -1.770
H 2.288 -0.323 -0.383
H 1.240 -1.879 1.715
C 0.440 2.428 -0.683
C 1.632 2.288 -0.752
H -0.619 2.541 -0.617
H 2.691 2.160 -0.808
C -1.929 -0.466 0.535
C -2.337 0.793 0.429
H -1.359 -0.807 1.396
H -2.134 -1.203 -0.236
H -2.895 1.138 -0.438
H -2.120 1.528 1.201
```

Output
**HOMO**: -0.3298 Eh
**LUMO energy**: 0.960 eV
**Net charge**: 0
**M**: 98.1 g mol⁻¹
**Structure (SMILES)**: C=CO.C#C.C=C
**Kohn-Sham gap**: 0.3651 Ha
**E_tot**: -8427.4434 eV

Here are the Mulliken charges for atoms 1 to 4, given in e:
1 C -0.914
2 C 0.279
3 O -0.506
4 H 0.303